The following is a quantum chemistry calculation of one molecule with the formula C4H9NOS, from the OMol25 dataset.

Geometry as XYZ:
```
16
Properties=species:S:1:pos:R:3
C -2.647 0.078 0.858
N -1.485 0.429 1.545
S -0.065 0.586 1.026
O 0.777 0.738 2.195
C 0.834 -0.440 -0.245
C 2.312 -0.318 -0.036
C 0.240 -0.123 -1.641
H -3.010 -0.863 1.195
H -3.361 0.852 1.051
H -2.325 0.140 -0.219
H 2.565 0.284 0.844
H 2.901 0.026 -0.907
H 2.689 -1.343 0.159
H 0.989 0.513 -2.036
H -0.634 0.404 -1.482
H 0.219 -0.964 -2.306
```

The value obtained for the LUMO energy (alpha / beta) is -0.0288 / -0.0350 hartree. The calculation puts the relative energy (zero: lowest compared OMol25 entry of this formula, charge and spin) at 551.7 kJ/mol. The value obtained for the orbital gap (alpha / beta) is 7.45 / 7.58 eV. As for the structure (SMILES): CN=S(=O)=C(C)C. The energy is -18661.809 eV.

natural (NBO) population analysis, charges in e, atoms 1 to 8:
1 C -0.420
2 N -0.780
3 S 1.680
4 O -0.919
5 C -0.144
6 C -0.716
7 C -0.665
8 H 0.209